Molecular formula: C74H163N7O11
Method: DFT, ωB97M-V/def2-TZVPD

Output
**HOMO energy**: -7.7 eV
**Orbital gap**: 7.974 eV
**Total charge**: 0
**E_tot**: -112326.5119 eV

```
255
Properties=species:S:1:pos:R:3:forces:R:3:mulliken_charge:R:1
C -0.621 3.637 -4.116 0.08 1.04 -0.56 -1.263
C -0.868 2.258 -3.627 1.95 -1.51 0.47 1.651
C 0.522 1.503 -3.522 -1.14 0.59 0.03 -0.705
O -1.491 2.347 -2.367 -0.53 -0.25 0.90 -0.900
H -0.159 3.576 -5.098 -0.10 0.07 -0.27 0.508
H 0.077 4.256 -3.512 -0.55 -0.65 0.02 -0.006
H -1.575 4.157 -4.206 0.04 0.26 -0.04 0.235
H -1.492 1.675 -4.307 -0.19 0.23 -0.23 -0.157
H 1.137 2.050 -2.825 0.32 0.29 0.28 -0.437
H 1.050 1.466 -4.481 -0.23 -0.08 0.05 0.695
H 0.394 0.512 -3.105 -0.10 -0.37 -0.08 -0.282
H -1.601 1.467 -1.913 0.32 0.33 -0.69 -0.177
C 1.813 -0.296 4.515 0.34 0.35 -0.40 -0.430
C 2.145 -0.135 5.988 -0.60 1.34 0.38 0.481
C 3.050 -1.173 6.543 0.08 -1.49 -1.09 -1.319
O 2.919 1.103 6.259 -0.97 -0.97 -0.46 -0.587
H 1.016 -1.008 4.250 0.32 -0.05 0.56 0.407
H 2.738 -0.598 4.036 0.07 0.08 -0.63 -0.220
H 1.472 0.666 4.114 0.23 -0.09 -0.02 0.215
H 1.155 -0.106 6.458 0.31 0.24 0.71 0.210
H 3.356 -0.982 7.553 0.03 0.12 0.47 0.443
H 3.920 -1.165 5.881 0.30 0.02 0.31 0.199
H 2.643 -2.198 6.439 -0.03 0.48 0.24 0.317
H 2.358 1.868 6.106 -0.10 0.02 -0.10 0.326
C 0.151 -1.382 -0.051 -0.12 1.01 0.67 -1.112
C -0.830 -0.240 0.084 -1.25 0.47 -1.67 1.763
C -0.211 1.113 0.323 1.21 0.27 -0.64 -1.508
O -1.565 -0.090 -1.182 0.01 -1.03 0.66 2.135
H 0.688 -1.328 0.894 0.58 -0.62 -0.03 0.325
H 0.795 -1.216 -0.907 0.22 0.22 0.08 -0.377
H -0.338 -2.332 -0.182 -0.31 -0.45 0.14 0.473
H -1.556 -0.413 0.875 -0.19 -0.33 0.16 -0.390
H 0.658 1.225 -0.356 -0.38 0.06 0.09 -0.401
H 0.218 1.196 1.315 -0.14 0.02 0.40 0.799
H -0.880 1.962 0.112 0.03 -0.47 0.26 0.361
H -2.001 -0.957 -1.430 0.25 0.92 0.18 -1.011
C -4.013 -2.144 1.134 -0.01 0.16 -0.37 -0.838
C -5.037 -3.242 0.850 -0.97 -0.17 0.10 1.921
C -6.369 -2.532 0.506 -0.63 -0.95 0.93 -1.409
C -7.498 -3.501 0.062 0.96 0.00 -1.69 -0.934
C -6.976 -4.230 -1.195 0.14 -0.30 -0.12 -1.399
C -5.623 -4.957 -0.970 0.23 0.65 0.37 1.242
N -4.688 -4.000 -0.360 1.77 0.86 0.38 2.000
O -3.373 -4.569 -0.110 -0.62 -0.17 -0.52 -0.448
C -5.759 -6.248 -0.143 -0.09 -0.28 -1.28 -1.686
C -5.055 -5.279 -2.341 -0.54 -1.51 -0.03 -2.075
C -5.038 -4.104 2.106 0.15 0.54 0.64 -1.924
H -3.130 -2.466 1.691 -0.24 -0.10 0.10 0.561
H -4.510 -1.309 1.646 0.26 -0.21 -0.03 -0.167
H -3.658 -1.811 0.178 0.23 0.63 -0.41 -0.579
H -6.703 -1.998 1.395 0.09 0.18 0.07 0.551
H -6.132 -1.796 -0.259 -0.23 0.03 -0.24 0.278
H -8.366 -2.966 -0.328 -0.15 0.21 0.66 0.504
H -7.806 -4.246 0.791 0.04 0.27 0.41 0.358
H -6.909 -3.480 -2.019 0.32 -0.47 0.54 0.322
H -7.663 -5.008 -1.580 0.05 0.35 0.33 0.382
H -4.749 -6.650 0.019 -0.41 -0.11 0.09 0.292
H -6.306 -6.173 0.785 -0.06 0.16 0.13 0.305
H -6.310 -6.937 -0.806 0.25 -0.09 0.47 0.496
H -5.684 -6.094 -2.720 0.01 0.19 -0.33 0.560
H -5.129 -4.451 -3.022 0.12 0.44 -0.20 0.291
H -4.054 -5.700 -2.333 0.24 0.27 0.23 0.435
H -5.218 -3.449 2.952 -0.40 0.14 0.22 0.461
H -4.008 -4.388 2.296 0.17 -0.48 0.03 0.582
H -5.682 -4.963 2.186 -0.30 -0.14 -0.17 0.177
H -3.431 -5.149 0.671 -0.19 0.15 -0.27 0.291
C 4.322 -3.734 -3.145 -1.14 -1.07 -1.45 -2.352
C 2.938 -3.314 -3.696 1.63 0.16 -1.46 2.174
C 3.183 -3.015 -5.266 -1.25 0.35 2.00 -1.629
C 1.839 -2.764 -5.944 0.17 -0.16 -0.57 -0.158
C 1.024 -4.068 -5.785 -0.35 0.29 -0.20 -1.580
C 0.750 -4.412 -4.315 -0.33 -0.33 0.53 2.286
N 2.037 -4.455 -3.606 0.82 -0.11 -0.89 0.235
O 2.011 -4.903 -2.284 -1.09 -0.14 0.51 -0.482
C -0.270 -3.436 -3.673 0.41 -0.51 -0.37 -1.066
C 0.110 -5.821 -4.297 -0.25 0.56 0.04 -2.392
C 2.472 -2.068 -2.930 0.61 -0.73 0.59 -0.513
H 5.059 -3.017 -3.385 0.58 1.59 0.67 0.608
H 4.743 -4.538 -3.767 -0.64 -0.60 0.56 0.393
H 4.149 -4.009 -2.123 0.80 -0.11 0.56 0.393
H 3.854 -2.158 -5.307 0.06 -0.01 -0.19 0.508
H 3.635 -3.896 -5.701 0.33 -0.17 -0.04 0.389
H 1.988 -2.507 -7.003 -0.04 -0.29 0.14 0.350
H 1.373 -1.854 -5.531 -0.19 -0.53 0.07 0.030
H 1.557 -4.918 -6.230 0.36 0.26 0.13 0.464
H 0.059 -4.108 -6.333 0.35 0.55 0.39 0.414
H -0.458 -3.775 -2.658 -0.31 0.13 0.16 0.447
H 0.053 -2.400 -3.646 -0.02 -0.01 -0.08 -0.382
H -1.184 -3.499 -4.256 -0.27 0.03 0.15 0.359
H -0.714 -5.797 -4.999 -0.26 -0.02 -0.39 0.432
H 0.778 -6.623 -4.607 0.20 0.14 0.21 0.492
H -0.374 -6.039 -3.348 0.37 -0.16 0.29 0.346
H 1.787 -1.559 -3.544 -0.57 1.28 -0.50 -0.418
H 3.297 -1.463 -2.555 0.18 0.29 -0.62 0.077
H 1.955 -2.287 -2.000 -0.20 -0.56 0.02 0.036
H 1.455 -4.291 -1.758 0.20 -0.13 -0.22 0.359
C -3.296 0.764 3.995 -0.32 0.19 -1.42 -0.986
C -3.235 2.299 4.213 -0.96 -0.78 -1.19 2.365
C -4.184 3.076 3.252 -0.99 -0.56 0.76 -0.910
C -5.698 2.852 3.619 1.47 -0.50 0.63 -0.329
C -5.924 3.354 5.051 0.99 -0.49 -0.18 -1.335
C -4.992 2.674 6.103 0.54 0.03 -1.18 1.370
N -3.610 2.673 5.548 -0.96 1.17 0.04 0.287
O -2.782 2.030 6.453 1.40 -0.12 1.03 -0.524
C -4.846 3.556 7.346 -1.23 -0.64 -0.06 -1.981
C -5.563 1.265 6.441 0.11 0.87 0.02 -1.612
C -1.815 2.763 3.964 0.44 -0.37 0.39 -2.440
H -2.497 0.425 3.320 0.36 0.05 0.68 0.076
H -4.149 0.445 3.373 -0.33 0.21 0.72 -0.220
H -3.293 0.292 4.967 0.19 -0.52 -0.06 0.469
H -3.925 4.115 3.383 -0.07 0.59 -0.08 0.618
H -4.007 2.821 2.214 0.21 -0.24 -0.15 -0.228
H -5.875 1.779 3.627 -0.12 -0.25 -0.29 0.080
H -6.389 3.278 2.897 0.07 0.29 -0.01 0.447
H -6.946 3.172 5.364 -0.28 0.39 0.10 0.503
H -5.640 4.395 5.025 -0.43 0.62 0.32 0.361
H -5.834 3.526 7.808 -0.04 0.48 0.30 0.443
H -4.181 3.039 8.031 0.22 0.34 0.17 0.463
H -4.549 4.592 7.114 -0.01 -0.58 0.09 0.340
H -5.811 0.756 5.514 0.02 -0.20 -0.03 0.323
H -4.853 0.657 7.014 -0.27 0.20 -0.01 0.311
H -6.505 1.433 6.990 0.40 -0.32 0.00 0.455
H -1.670 3.740 4.413 0.11 0.32 -0.22 0.542
H -1.638 2.762 2.899 0.14 0.29 -0.43 0.331
H -1.069 2.075 4.386 -0.26 0.12 0.10 0.469
H -2.203 2.745 6.785 -0.34 -0.64 -0.14 0.373
C 4.134 5.716 -1.520 -0.16 -0.21 -0.21 -1.468
C 2.623 6.143 -1.505 0.05 -0.48 0.65 1.741
C 1.672 4.955 -1.218 0.35 -0.09 -0.14 -0.802
C 1.755 4.455 0.235 0.53 0.45 0.00 1.938
C 1.504 5.629 1.227 0.57 -1.08 -0.68 -1.601
C 2.387 6.856 0.939 0.19 0.14 0.90 1.937
N 2.288 7.143 -0.492 -1.04 -0.53 0.37 0.278
O 2.877 8.377 -0.763 -0.20 1.12 -0.26 -0.503
C 1.697 7.990 1.734 0.03 -0.26 -0.21 -2.115
C 3.844 6.693 1.453 -0.33 -0.09 0.05 -1.740
C 2.284 6.746 -2.871 0.64 -0.67 -0.18 -2.257
H 4.327 5.273 -2.514 0.17 0.25 0.35 0.470
H 4.472 4.961 -0.779 -0.60 0.45 -0.29 -0.049
H 4.765 6.605 -1.370 -0.18 -0.24 -0.27 0.396
H 0.644 5.224 -1.449 -0.18 0.49 0.19 0.285
H 1.875 4.216 -2.001 0.32 -0.43 0.44 0.060
H 2.751 4.014 0.431 -0.29 0.18 -0.07 -0.950
H 1.035 3.663 0.433 -0.09 -0.04 -0.12 -0.602
H 1.657 5.251 2.254 0.00 0.37 -0.32 0.481
H 0.468 5.943 1.126 -0.19 0.00 0.03 0.368
H 0.735 8.158 1.270 -0.48 0.06 -0.11 0.519
H 1.504 7.600 2.746 0.24 0.47 -0.20 0.436
H 2.198 8.962 1.738 0.31 -0.35 0.20 0.367
H 3.930 6.905 2.521 -0.33 -0.22 0.09 0.497
H 4.196 5.665 1.286 0.20 0.47 -0.07 0.191
H 4.481 7.456 1.001 0.07 -0.33 -0.33 0.344
H 2.425 5.974 -3.661 -0.53 0.41 0.49 0.353
H 3.021 7.500 -3.089 0.22 0.47 -0.15 0.534
H 1.300 7.215 -2.875 -0.09 -0.29 -0.11 0.456
H 2.081 8.926 -0.915 0.87 -0.13 0.01 0.369
C 3.932 0.816 0.301 0.46 0.12 0.19 -1.216
C 5.305 1.335 -0.186 -0.80 1.25 -0.40 2.267
C 5.744 2.444 0.809 -0.85 -0.74 0.33 -0.743
C 7.164 2.870 0.652 0.19 -0.14 -2.19 -0.833
C 8.039 1.636 0.785 -0.38 -0.31 0.77 -1.504
C 7.674 0.494 -0.203 0.30 0.62 0.16 1.622
N 6.241 0.247 -0.017 0.40 0.91 1.12 0.702
O 5.828 -0.791 -0.811 -0.12 -1.41 -1.34 -0.348
C 8.072 0.829 -1.649 0.49 -1.46 0.28 -1.727
C 8.406 -0.792 0.270 -0.28 0.48 -0.63 -1.833
C 5.119 1.868 -1.636 0.16 -0.57 0.51 -1.236
H 4.017 0.519 1.368 -0.28 0.21 -0.57 0.400
H 3.587 -0.028 -0.288 0.10 -0.23 -0.07 -0.148
H 3.189 1.591 0.141 -0.17 0.24 0.37 -0.050
H 5.064 3.310 0.780 -0.07 -0.47 0.17 -0.522
H 5.660 1.834 1.708 -0.24 0.78 0.84 0.680
H 7.481 3.774 1.173 -0.08 -0.38 0.55 0.564
H 7.189 3.171 -0.407 0.48 0.27 0.01 0.203
H 7.832 1.203 1.776 0.26 0.14 0.03 0.348
H 9.087 1.907 0.762 0.33 -0.22 -0.29 0.523
H 9.134 0.613 -1.716 0.32 0.20 -0.19 0.510
H 7.590 0.091 -2.279 -0.16 -0.11 -0.31 0.277
H 7.881 1.794 -2.066 -0.14 0.65 0.24 0.336
H 7.878 -1.178 1.126 -0.02 -0.03 0.61 0.343
H 8.409 -1.603 -0.457 -0.07 0.17 -0.31 0.303
H 9.435 -0.554 0.511 0.18 0.00 0.16 0.505
H 6.007 2.365 -2.014 -0.04 -0.17 -0.18 0.345
H 4.330 2.598 -1.649 -0.47 0.43 0.14 0.021
H 4.787 1.052 -2.287 0.36 0.08 -0.07 0.025
H 5.454 -1.421 -0.192 -0.03 -0.33 0.01 0.016
C -4.653 2.743 -5.206 0.18 -0.43 -0.70 -1.598
C -5.709 2.684 -4.073 -0.26 1.21 -2.20 1.334
C -6.689 1.595 -4.490 0.47 -0.99 0.24 -1.365
C -7.506 1.056 -3.343 -1.46 -0.40 0.18 -1.014
C -6.669 0.702 -2.110 0.88 2.20 -0.61 -0.088
C -5.741 1.921 -1.720 -1.67 1.32 0.79 1.632
N -4.999 2.312 -2.901 -0.13 -3.23 0.56 1.655
O -4.087 3.243 -2.573 1.79 2.51 0.71 -0.474
C -6.579 3.113 -1.110 -0.40 -0.75 -0.87 -1.979
C -4.776 1.585 -0.595 0.62 -1.08 -0.48 -1.687
C -6.350 4.095 -3.974 -0.17 0.25 -1.05 -1.643
H -4.318 1.714 -5.457 0.03 0.61 0.35 0.147
H -3.787 3.359 -4.961 -0.07 -0.09 0.21 0.338
H -5.043 3.151 -6.149 -0.27 -0.05 0.31 0.463
H -7.291 1.823 -5.369 -0.20 0.70 0.19 0.389
H -6.099 0.758 -4.875 0.29 -0.13 0.20 0.300
H -8.080 0.163 -3.691 0.45 0.40 0.25 0.445
H -8.302 1.761 -3.065 0.22 0.07 0.04 0.431
H -5.947 -0.040 -2.439 -0.14 -0.83 0.57 -0.635
H -7.326 0.509 -1.262 0.29 -0.66 0.02 0.514
H -6.115 4.090 -1.168 0.85 -0.14 0.48 0.255
H -7.476 3.324 -1.680 -0.58 -0.48 0.13 0.406
H -6.806 2.787 -0.099 -0.30 0.52 0.19 0.488
H -4.106 0.807 -0.994 0.41 0.39 0.31 -0.685
H -4.235 2.476 -0.219 -0.22 -0.62 -0.34 0.492
H -5.283 1.092 0.235 -0.29 0.21 0.09 0.948
H -7.386 4.167 -3.612 0.45 -0.28 0.26 0.268
H -6.394 4.540 -4.990 0.10 -0.23 0.51 0.468
H -5.656 4.694 -3.390 -0.27 0.28 0.12 0.324
H -3.186 2.860 -2.429 -0.49 -0.22 -0.42 0.222
C 7.141 -4.958 1.602 -0.19 -0.50 -1.05 -1.779
C 6.156 -5.506 2.620 0.56 -0.03 0.83 1.861
C 6.423 -4.955 4.084 -1.05 0.79 -0.83 -1.259
C 5.775 -3.521 4.241 0.81 -0.85 0.61 -0.511
C 4.332 -3.533 3.848 -0.41 0.29 -0.63 -0.627
C 4.128 -3.958 2.370 -1.21 -0.89 1.31 2.086
N 4.700 -5.328 2.296 0.81 0.44 0.58 0.100
O 4.477 -5.835 0.989 -0.23 -0.31 -0.09 -0.432
C 2.568 -4.181 2.257 1.17 0.61 -0.43 -2.048
C 4.613 -2.946 1.300 -0.19 -0.60 0.24 -1.270
C 6.450 -7.014 2.615 -0.94 -0.20 0.50 -2.067
H 8.007 -5.610 1.695 0.46 0.42 0.00 0.611
H 7.434 -3.925 1.704 -0.03 0.41 0.01 0.155
H 6.769 -5.174 0.573 0.13 0.43 0.65 0.267
H 6.011 -5.708 4.783 -0.11 0.58 -0.12 0.399
H 7.488 -4.865 4.320 -0.02 -0.24 -0.42 0.388
H 6.356 -2.778 3.692 0.01 -0.12 -0.34 0.115
H 5.829 -3.168 5.269 0.23 -0.21 0.31 0.485
H 3.827 -2.565 4.048 0.40 -0.39 -0.33 -0.810
H 3.810 -4.265 4.482 0.05 0.05 -0.22 0.607
H 2.064 -3.251 2.551 0.00 -0.13 -0.52 0.146
H 2.408 -4.486 1.229 -0.63 0.27 -0.21 0.411
H 2.183 -4.959 2.909 0.36 -0.23 0.20 0.513
H 5.376 -2.252 1.663 0.32 -0.35 0.01 0.288
H 4.904 -3.470 0.369 0.01 0.27 0.55 0.208
H 3.770 -2.317 1.070 -0.51 0.35 -0.27 0.667
H 6.442 -7.398 1.596 0.10 -0.06 0.04 0.384
H 5.635 -7.479 3.165 -0.08 -0.37 0.04 0.534
H 7.381 -7.299 3.124 -0.11 0.40 -0.24 0.416
H 3.811 -6.521 1.152 0.26 0.17 -0.25 0.340
C -3.150 -0.633 -3.941 -1.17 0.19 0.14 -0.535
C -3.615 -1.973 -3.409 -0.48 -0.76 0.19 -0.981
O -3.071 -2.197 -2.107 0.14 0.23 0.23 -0.071
H -3.656 -0.386 -4.879 0.30 -0.45 -0.29 0.617
H -2.067 -0.553 -4.058 -0.15 -0.02 0.16 -0.109
H -3.590 0.142 -3.302 0.66 0.10 0.25 -0.020
H -3.289 -2.813 -4.031 0.01 0.11 -0.27 0.398
H -4.730 -2.064 -3.344 0.67 0.43 -0.16 0.244
H -3.632 -2.794 -1.571 -0.05 -0.04 -0.32 -0.513
```
Positions in Å, forces in eV/Å.